A 23-piece molecular cluster, C74H199N5O23 overall in a non-equilibrium geometry. Source: the Open Molecules 2025 dataset; level of theory: ωB97M-V/def2-TZVPD.

Each line ends with the Mulliken charge.
Atoms and positions in Å:
C: 13.627 13.399 12.654  -0.346
C: 14.816 12.466 12.372  0.083
C: 14.853 11.995 10.916  -0.993
O: 13.706 11.432 10.458  -0.411
C: 13.415 10.153 11.073  -0.658
N: 16.138 12.978 12.774  -0.260
H: 13.817 13.867 13.635  -0.507
H: 12.733 12.804 12.592  0.452
H: 13.641 14.208 11.945  0.074
H: 14.708 11.539 12.941  0.529
H: 15.600 11.260 10.744  0.707
H: 15.016 12.956 10.331  0.144
H: 12.635 9.727 10.421  0.254
H: 13.034 10.320 12.116  0.214
H: 14.294 9.546 11.122  0.325
H: 16.746 12.208 12.576  0.335
H: 16.366 13.719 12.117  -0.043
C: 21.773 16.321 21.182  -2.289
C: 21.837 16.279 19.693  1.578
C: 21.762 14.849 19.285  -1.644
O: 21.820 14.613 17.875  0.148
C: 21.964 13.290 17.486  -1.091
N: 20.583 16.905 19.182  2.088
H: 21.200 15.492 21.565  0.424
H: 21.372 17.207 21.600  0.307
H: 22.774 16.151 21.538  0.616
H: 22.702 16.821 19.229  0.088
H: 20.918 14.299 19.708  0.230
H: 22.692 14.393 19.697  0.414
H: 22.234 13.266 16.437  0.237
H: 21.042 12.759 17.683  0.243
H: 22.797 12.870 18.043  0.446
H: 20.517 17.900 19.380  -0.957
H: 20.442 16.767 18.202  -0.600
C: 17.822 19.106 24.805  -1.471
C: 18.396 18.020 23.847  0.174
C: 17.497 16.732 23.849  -0.854
O: 16.148 17.177 23.401  0.016
C: 15.159 16.246 23.735  -0.908
N: 18.616 18.672 22.479  0.239
H: 16.882 19.443 24.290  0.328
H: 18.509 19.938 24.954  0.341
H: 17.553 18.722 25.802  0.404
H: 19.329 17.570 24.239  0.286
H: 17.331 16.448 24.884  0.775
H: 18.016 15.895 23.297  0.048
H: 15.099 15.428 23.015  0.193
H: 14.254 16.913 23.735  0.281
H: 15.192 15.839 24.752  0.350
H: 17.891 19.408 22.465  -0.097
H: 18.343 17.991 21.753  -0.222
C: 19.284 20.631 17.336  -0.495
C: 19.280 19.200 16.832  2.578
C: 18.205 18.822 15.869  -1.360
O: 16.950 19.071 16.426  0.699
C: 15.804 18.403 15.869  0.599
N: 20.583 19.003 16.173  1.688
H: 18.390 20.880 17.887  -0.040
H: 19.341 21.315 16.468  -0.172
H: 20.190 20.765 17.930  -0.427
H: 19.141 18.580 17.739  -0.915
H: 18.385 17.774 15.568  -0.359
H: 18.359 19.447 14.985  0.592
H: 15.909 18.431 14.761  0.542
H: 14.842 18.830 16.240  -0.958
H: 15.827 17.329 16.211  -0.801
H: 21.360 19.284 16.792  -0.306
H: 20.806 18.027 15.940  -0.624
C: 24.094 19.966 18.268  -1.475
C: 23.520 21.085 17.414  1.530
C: 24.120 22.429 17.898  -1.367
O: 23.713 22.645 19.205  0.060
C: 24.153 23.856 19.722  -0.996
N: 23.940 20.892 16.047  0.758
H: 23.883 18.973 17.805  0.135
H: 23.762 19.996 19.293  0.120
H: 25.189 20.079 18.310  0.388
H: 22.438 21.141 17.501  -0.555
H: 23.745 23.274 17.278  0.218
H: 25.238 22.440 17.855  0.629
H: 25.243 23.910 19.726  0.322
H: 23.798 23.948 20.758  0.243
H: 23.656 24.678 19.158  0.311
H: 23.719 19.968 15.714  0.186
H: 23.471 21.527 15.447  -0.530
C: 20.560 21.854 21.415  -1.086
C: 21.462 20.750 20.849  2.872
C: 22.584 20.426 21.745  -2.080
O: 20.591 19.587 20.546  0.887
H: 19.694 22.100 20.723  -0.104
H: 21.179 22.733 21.610  0.424
H: 20.134 21.525 22.359  0.360
H: 21.807 21.071 19.892  -1.341
H: 22.241 20.349 22.760  0.489
H: 23.331 21.212 21.627  0.232
H: 23.017 19.485 21.503  0.414
H: 19.993 19.474 21.319  -0.268
C: 19.269 14.746 15.695  -0.601
C: 20.544 15.258 15.017  0.888
C: 20.239 15.840 13.658  -1.087
O: 21.231 16.312 15.736  -0.156
H: 19.427 14.489 16.757  -0.365
H: 18.967 13.868 15.111  0.775
H: 18.423 15.453 15.677  -0.417
H: 21.150 14.398 14.902  0.169
H: 19.587 15.177 13.099  0.670
H: 21.136 16.050 13.103  0.162
H: 19.605 16.714 13.725  -0.178
H: 21.635 15.937 16.583  -0.415
C: 17.103 16.231 18.464  1.001
C: 17.139 15.717 19.878  1.008
C: 17.244 14.213 19.958  -1.707
O: 18.255 16.346 20.600  0.100
H: 16.196 15.950 17.893  -0.575
H: 17.962 15.830 17.935  -0.571
H: 17.191 17.318 18.355  -0.323
H: 16.208 16.036 20.366  0.014
H: 17.148 13.877 20.993  0.475
H: 18.191 13.828 19.575  0.054
H: 16.432 13.782 19.379  0.196
H: 19.055 16.493 20.030  -0.391
C: 24.820 14.790 13.801  -1.246
C: 24.394 15.996 12.959  1.872
C: 25.205 17.276 13.228  -0.645
O: 24.569 15.645 11.557  -0.666
H: 24.275 13.867 13.464  0.360
H: 24.526 14.948 14.841  0.051
H: 25.890 14.774 13.858  0.409
H: 23.324 16.250 13.136  -0.868
H: 25.069 17.532 14.261  -0.162
H: 24.821 18.083 12.611  0.088
H: 26.294 17.216 13.011  0.375
H: 24.423 16.483 11.093  0.381
C: 20.617 24.846 13.714  -1.411
C: 21.882 23.949 13.922  1.079
C: 23.030 24.837 14.388  -1.484
O: 21.749 22.920 14.909  0.475
H: 20.362 25.203 14.688  0.188
H: 19.760 24.298 13.295  0.211
H: 20.948 25.743 13.210  0.517
H: 22.149 23.423 12.967  0.184
H: 22.781 25.237 15.377  0.125
H: 23.122 25.645 13.680  0.631
H: 23.992 24.295 14.339  0.131
H: 21.455 22.076 14.417  -0.328
C: 19.819 25.926 19.263  -1.806
C: 20.917 24.946 18.804  0.760
C: 20.389 23.805 17.987  1.331
O: 21.863 25.615 17.983  -0.414
H: 19.066 25.480 19.943  0.285
H: 19.306 26.195 18.370  0.455
H: 20.249 26.788 19.762  0.529
H: 21.361 24.497 19.692  -0.239
H: 19.987 24.160 17.011  -0.073
H: 19.574 23.328 18.509  -0.135
H: 21.136 23.027 17.722  -1.171
H: 21.918 26.527 18.326  0.323
C: 11.872 21.437 14.255  -0.839
C: 12.781 21.028 13.091  0.773
C: 13.086 22.196 12.248  -1.642
O: 13.999 20.555 13.555  -0.762
H: 12.332 22.253 14.818  0.094
H: 11.750 20.595 14.940  -0.177
H: 10.864 21.683 13.985  0.552
H: 12.285 20.294 12.485  0.409
H: 13.453 22.964 12.934  0.199
H: 12.202 22.558 11.841  0.516
H: 13.769 22.030 11.415  0.338
H: 13.823 19.730 14.009  -0.095
C: 17.403 27.519 15.443  -0.876
C: 16.146 28.087 14.715  0.146
C: 14.891 27.694 15.557  -0.813
O: 16.141 29.523 14.623  -0.572
H: 18.345 27.791 14.972  0.392
H: 17.320 26.458 15.461  0.066
H: 17.386 27.842 16.501  0.324
H: 16.052 27.677 13.696  0.332
H: 14.004 28.144 15.146  0.331
H: 15.098 28.080 16.607  0.285
H: 14.813 26.635 15.535  0.048
H: 16.343 29.895 15.490  0.344
C: 16.899 23.074 14.580  -1.539
C: 16.221 22.451 15.795  2.891
C: 16.275 23.457 16.962  -0.619
O: 14.831 22.191 15.619  -0.145
H: 17.934 23.333 14.840  0.010
H: 16.458 23.997 14.216  0.388
H: 16.941 22.433 13.691  0.307
H: 16.707 21.514 16.059  -0.869
H: 17.362 23.557 17.176  -0.221
H: 15.775 23.092 17.877  0.091
H: 15.984 24.510 16.771  0.124
H: 14.742 21.526 14.939  -0.072
C: 13.198 17.023 12.551  -0.486
C: 12.346 17.369 13.801  0.346
C: 11.927 16.058 14.544  -1.321
O: 13.043 18.288 14.662  0.475
H: 13.893 16.288 12.883  -0.447
H: 13.761 17.927 12.182  0.102
H: 12.656 16.671 11.685  0.701
H: 11.433 17.879 13.473  0.359
H: 11.258 16.167 15.378  0.593
H: 12.767 15.414 14.736  -0.179
H: 11.350 15.384 13.871  0.536
H: 12.546 18.305 15.488  -0.410
C: 26.167 16.404 17.432  -0.716
C: 27.595 16.937 17.448  0.541
C: 28.370 16.382 16.229  -1.405
O: 27.641 18.291 17.574  -0.499
H: 26.297 15.391 17.127  0.603
H: 25.532 16.876 16.690  -0.134
H: 25.709 16.484 18.443  0.114
H: 28.230 16.556 18.243  0.359
H: 27.903 16.517 15.270  0.130
H: 28.444 15.280 16.377  0.453
H: 29.416 16.724 16.223  0.367
H: 27.079 18.750 16.962  0.154
C: 13.585 15.789 19.181  -0.518
C: 12.726 15.616 17.950  2.302
C: 11.887 14.395 18.010  -1.894
O: 11.887 16.758 17.800  -0.627
H: 12.970 16.242 19.980  0.540
H: 14.303 16.613 19.072  -0.722
H: 14.119 14.894 19.521  0.344
H: 13.376 15.537 17.067  -0.469
H: 11.294 14.221 17.141  0.411
H: 11.120 14.594 18.852  0.377
H: 12.448 13.473 18.225  0.228
H: 12.406 17.567 17.844  -0.069
C: 17.544 17.354 10.641  -1.312
C: 16.426 16.344 10.868  2.087
C: 15.298 16.583 9.939  -1.648
O: 16.877 14.969 10.719  -0.656
H: 18.511 17.107 11.121  0.166
H: 17.207 18.325 11.020  0.300
H: 17.650 17.527 9.576  0.401
H: 15.971 16.324 11.873  -0.792
H: 14.492 15.848 10.091  0.287
H: 15.590 16.543 8.910  0.556
H: 14.768 17.538 10.036  0.354
H: 17.022 14.784 9.767  0.274
C: 11.332 20.124 19.310  -1.281
C: 11.938 20.482 18.004  0.631
C: 12.481 21.960 17.933  -1.003
O: 12.859 19.445 17.622  1.091
H: 10.553 20.852 19.621  0.382
H: 12.138 20.162 20.052  0.125
H: 10.897 19.099 19.290  0.258
H: 11.134 20.409 17.270  0.302
H: 13.122 22.103 18.818  0.233
H: 11.613 22.666 17.918  0.389
H: 13.089 22.097 17.078  -0.049
H: 13.800 19.573 17.862  -0.804
C: 16.310 21.387 20.050  -1.532
C: 16.076 19.859 19.858  2.176
C: 15.105 19.377 20.900  -0.793
O: 15.572 19.516 18.602  2.315
H: 15.359 21.879 20.241  0.352
H: 16.866 21.938 19.303  -0.063
H: 16.879 21.459 20.965  0.415
H: 17.070 19.433 20.024  -1.201
H: 14.925 18.267 20.894  -0.143
H: 14.096 19.938 20.829  -0.048
H: 15.435 19.633 21.939  0.338
H: 16.291 19.622 17.964  -1.501
C: 27.083 20.794 13.313  -1.164
C: 27.380 20.776 14.807  0.611
C: 27.691 22.146 15.430  -1.289
O: 26.438 19.913 15.510  -0.049
H: 26.191 21.383 13.053  0.178
H: 26.999 19.748 13.030  0.108
H: 27.960 21.192 12.863  0.508
H: 28.272 20.168 14.785  0.370
H: 28.476 22.587 14.795  0.423
H: 28.014 21.965 16.441  0.361
H: 26.858 22.812 15.352  0.151
H: 25.645 20.509 15.650  -0.102
C: 20.566 19.010 12.074  -1.340
C: 21.608 19.612 13.058  1.648
C: 22.720 20.430 12.387  -1.759
O: 20.882 20.458 13.923  -0.538
H: 19.792 18.576 12.677  -0.155
H: 21.031 18.258 11.452  0.558
H: 20.044 19.756 11.464  0.375
H: 22.020 18.715 13.602  -0.240
H: 23.276 19.816 11.708  0.521
H: 23.284 20.985 13.142  0.096
H: 22.234 21.158 11.730  0.366
H: 20.836 19.970 14.863  -0.149
C: 14.360 12.354 16.096  -1.601
C: 15.495 13.306 16.537  2.571
C: 16.743 12.578 17.021  -1.502
O: 15.777 14.147 15.501  0.690
H: 13.488 12.862 15.727  0.207
H: 14.156 11.701 16.971  0.471
H: 14.670 11.704 15.270  0.373
H: 15.128 13.906 17.350  -1.468
H: 17.390 13.238 17.602  -0.134
H: 17.327 12.309 16.170  0.448
H: 16.530 11.699 17.605  0.448
H: 16.009 13.668 14.662  -0.334

Kohn-Sham gap = 9.76 eV
E_HOMO = -0.3435 Ha